[1]
Entry from the OMol25 dataset: a gas-phase ion, CHO3PS2 (charge -2) (ωB97M-V/def2-TZVPD).

Values from the calculation:
Lowest unoccupied orbital energy ... 5.85 eV
Energy above the lowest of the compared OMol25 structures with the same formula, charge and spin ... 16.09 kJ/mol
Charge ... -2
Highest occupied orbital energy ... -0.1 eV
Calculated total energy ... -38157.3465 eV
SMILES string ... O=[P@@]([O-])(O)C(=S)[S-]

Last column: Mulliken charge in e.
CARTESIAN COORDINATES (ANGSTROEM)
H (0.327, -0.543, 1.403)  0.25
C (0.044, 1.050, 0.013)  0.03
O (0.783, -0.922, -1.546)  -0.70
O (-1.645, -1.106, -0.599)  -0.78
O (0.391, -1.430, 0.872)  -0.52
S (-0.127, 2.133, -1.258)  -0.47
S (0.407, 1.506, 1.619)  -0.62
P (-0.181, -0.687, -0.505)  0.82

---

[2]
Entry from the OMol25 dataset: a gas-phase ion, CHO3PS2 (charge -2) (ωB97M-V/def2-TZVPD).

Values from the calculation:
Lowest unoccupied orbital energy ... 6.05 eV
Energy above the lowest of the compared OMol25 structures with the same formula, charge and spin ... 27.61 kJ/mol
Charge ... -2
Highest occupied orbital energy ... 0.1 eV
Calculated total energy ... -38157.2270 eV
SMILES string ... [O-]C(=S)[P@@]([O-])(O)=S

Last column: Mulliken charge in e.
CARTESIAN COORDINATES (ANGSTROEM)
O (1.025, 1.249, 0.640)  -0.54
O (-1.395, 0.959, -1.168)  -0.64
S (-0.390, -0.822, 2.239)  -0.67
O (1.718, -1.111, 0.047)  -0.70
H (0.596, 1.897, -0.042)  0.32
S (-1.234, -1.741, -1.391)  -0.58
P (0.511, -0.296, 0.528)  0.63
C (-0.829, -0.134, -0.853)  0.19

---

[3]
Entry from the OMol25 dataset: a gas-phase ion, CHO3S2 (charge -1) (ωB97M-V/def2-TZVPD).

Values from the calculation:
Lowest unoccupied orbital energy ... 3.18 eV
Energy above the lowest of the compared OMol25 structures with the same formula, charge and spin ... 43.38 kJ/mol
Charge ... -1
Highest occupied orbital energy ... -4.6 eV
Calculated total energy ... -28866.4754 eV
SMILES string ... O=S(=O)([O-])C=S

Last column: Mulliken charge in e.
CARTESIAN COORDINATES (ANGSTROEM)
H (-0.557, -0.055, -0.029)  0.29
O (0.478, 2.626, 0.052)  -0.63
O (2.552, 1.401, 0.175)  -0.59
S (0.795, -1.453, -1.542)  -0.26
O (1.635, 2.083, -1.999)  -0.62
C (0.341, -0.181, -0.633)  -0.23
S (1.376, 1.702, -0.583)  1.04

---

[4]
Entry from the OMol25 dataset: a single CHOPS molecule (ωB97M-V/def2-TZVPD).

Values from the calculation:
Lowest unoccupied orbital energy ... -2.02 eV
Energy above the lowest of the compared OMol25 structures with the same formula, charge and spin ... 41.15 kJ/mol
Highest occupied orbital energy ... -8.9 eV
Calculated total energy ... -23223.0173 eV
SMILES string ... O=CP=S

Last column: Mulliken charge in e.
CARTESIAN COORDINATES (ANGSTROEM)
S (2.214, -0.566, -0.211)  -0.19
P (2.228, 1.331, 0.259)  0.20
C (0.380, 1.018, 0.412)  0.02
O (-0.429, 1.074, -0.478)  -0.41
H (-0.004, 0.612, 1.352)  0.38

---

[5]
Entry from the OMol25 dataset: a single CHOPS molecule (ωB97M-V/def2-TZVPD).

Values from the calculation:
2S+1 ... 3
Lowest unoccupied orbital energy (spin up / spin down) ... -0.26 / -3.45 eV
Energy above the lowest of the compared OMol25 structures with the same formula, charge and spin ... 147.32 kJ/mol
Highest occupied orbital energy (spin up / spin down) ... -8.1 / -9.8 eV
Calculated total energy ... -23220.5498 eV

Last column: Mulliken charge in e.
CARTESIAN COORDINATES (ANGSTROEM)
S (-1.837, 0.766, -1.834)  -0.18
C (0.327, -0.438, 0.722)  0.24
P (-0.231, 0.726, -0.786)  0.11
H (1.303, -0.088, 0.079)  0.18
O (0.438, -0.966, 1.818)  -0.35

---

[6]
Entry from the OMol25 dataset: 2 unconnected molecules or ions with the total composition CHOS (ωB97M-V/def2-TZVPD).

Values from the calculation:
Lowest unoccupied orbital energy ... 4.39 eV
Energy above the lowest of the compared OMol25 structures with the same formula, charge and spin ... 223.75 kJ/mol
Charge ... -1
Highest occupied orbital energy ... -2.7 eV
Calculated total energy ... -13934.5913 eV

Last column: Mulliken charge in e.
CARTESIAN COORDINATES (ANGSTROEM)
O (0.783, -0.758, 0.965)  -0.42
C (0.099, 0.017, 0.360)  -0.01
H (-0.374, 0.923, 0.750)  0.21
S (-0.508, -0.182, -2.075)  -0.77

---

[7]
Entry from the OMol25 dataset: 2 unconnected molecules or ions with the total composition CHPS3 (ωB97M-V/def2-TZVPD).

Values from the calculation:
Lowest unoccupied orbital energy ... -1.10 eV
Energy above the lowest of the compared OMol25 structures with the same formula, charge and spin ... 147.63 kJ/mol
Highest occupied orbital energy ... -8.8 eV
Calculated total energy ... -42845.3864 eV

Last column: Mulliken charge in e.
CARTESIAN COORDINATES (ANGSTROEM)
H (2.413, -0.442, -0.538)  0.18
P (0.952, 1.098, 1.020)  0.28
C (-1.742, -0.824, -0.184)  0.07
S (-2.219, -2.253, -0.448)  -0.09
S (0.998, -0.019, -0.802)  -0.23
S (-0.402, 2.441, 0.953)  -0.21

---

[8]
Entry from the OMol25 dataset: a molecular structure, CI6P (ωB97M-V/def2-TZVPD).

Values from the calculation:
Lowest unoccupied orbital energy ... -6.97 eV
Energy above the lowest of the compared OMol25 structures with the same formula, charge and spin ... 18.81 kJ/mol
Charge ... +1
Highest occupied orbital energy ... -11.4 eV
Calculated total energy ... -58921.5113 eV

Last column: Mulliken charge in e.
CARTESIAN COORDINATES (ANGSTROEM)
P (2.150, 0.104, -0.245)  -0.14
I (3.737, 1.488, -1.406)  0.03
I (2.386, 0.537, 2.074)  0.10
I (-1.443, -1.287, 0.790)  0.47
I (-2.360, 2.028, 0.125)  0.44
I (2.904, -2.265, -0.561)  0.02
I (-4.576, -0.629, -0.761)  0.46
C (-2.798, 0.023, -0.015)  -0.38

---

[9]
Entry from the OMol25 dataset: a molecular structure, CLiO2Rh (ωB97M-V/def2-TZVPD).

Values from the calculation:
2S+1 ... 6
Lowest unoccupied orbital energy (spin up / spin down) ... -16.22 / -23.42 eV
Energy above the lowest of the compared OMol25 structures with the same formula, charge and spin ... 2.32 kJ/mol
Charge ... +3
Highest occupied orbital energy (spin up / spin down) ... -26.2 / -27.0 eV
Calculated total energy ... -8299.1864 eV

Last column: Mulliken charge in e.
CARTESIAN COORDINATES (ANGSTROEM)
Rh (3.364, -0.531, -0.195)  1.59
O (1.623, -0.637, 0.185)  -0.52
C (-2.004, 0.612, 0.054)  0.57
O (-2.794, 1.409, 0.112)  0.39
Li (-0.189, -0.853, -0.156)  0.97

---

[10]
Entry from the OMol25 dataset: a single CN2O2S molecule (ωB97M-V/def2-TZVPD).

Values from the calculation:
Lowest unoccupied orbital energy ... -0.04 eV
Energy above the lowest of the compared OMol25 structures with the same formula, charge and spin ... 250.55 kJ/mol
Highest occupied orbital energy ... -10.1 eV
Calculated total energy ... -18944.6233 eV
SMILES string ... O=c1nnso1

Last column: Mulliken charge in e.
CARTESIAN COORDINATES (ANGSTROEM)
N (0.032, -1.293, -0.020)  -0.21
C (0.861, 0.191, 0.035)  0.55
O (2.003, 0.437, 0.005)  -0.40
O (-0.153, 1.088, -0.041)  -0.24
N (-1.129, -0.947, -0.002)  -0.03
S (-1.614, 0.524, 0.023)  0.33

---

[11]
Entry from the OMol25 dataset: a single CN2O2S2 molecule (ωB97M-V/def2-TZVPD).

Values from the calculation:
Lowest unoccupied orbital energy ... -0.91 eV
Energy above the lowest of the compared OMol25 structures with the same formula, charge and spin ... 32.44 kJ/mol
Highest occupied orbital energy ... -10.8 eV
Calculated total energy ... -29778.6879 eV
SMILES string ... N#CSS[N+](=O)[O-]

Last column: Mulliken charge in e.
CARTESIAN COORDINATES (ANGSTROEM)
N (0.465, 2.258, 1.800)  -0.32
O (-1.517, -1.049, -1.889)  -0.53
S (1.110, -0.459, 1.098)  -0.02
S (-0.676, -1.168, 0.518)  0.05
C (0.731, 1.174, 1.548)  0.37
O (0.433, -0.111, -1.743)  -0.45
N (-0.547, -0.644, -1.332)  0.90

---

[12]
Entry from the OMol25 dataset: a single CN2O3 molecule (ωB97M-V/def2-TZVPD).

Values from the calculation:
Lowest unoccupied orbital energy ... -0.20 eV
Energy above the lowest of the compared OMol25 structures with the same formula, charge and spin ... 267.11 kJ/mol
Highest occupied orbital energy ... -12.1 eV
Calculated total energy ... -10155.8563 eV
SMILES string ... O=c1onno1

Last column: Mulliken charge in e.
CARTESIAN COORDINATES (ANGSTROEM)
O (-0.880, 0.283, -0.460)  -0.09
O (0.962, 0.035, 0.494)  -0.17
C (-0.280, -0.476, 0.532)  0.61
O (-0.883, -1.069, 1.451)  -0.47
N (1.159, 0.573, -0.856)  0.00
N (-0.003, 0.694, -1.297)  0.11